No. 1
Formula: C20H14F5N3OsSSe
Source: OMol25
Level of theory: ωB97M-V/def2-TZVPD

Each line ends with the Löwdin charge.
Cartesian coordinates (Å):
Os (-0.4396, -0.0403, 0.8684)  1.14
S (-2.1692, -1.8726, -2.7238)  1.16
C (-1.7697, -0.2634, -3.1597)  -0.34
C (-1.1384, 0.4219, -2.1664)  -0.16
C (-0.9783, -0.3778, -0.9976)  -0.34
C (-1.4862, -1.6603, -1.1895)  -0.53
C (-1.3506, -2.6228, -0.1206)  -0.27
C (-1.7469, -3.9480, -0.1255)  0.03
C (-1.5369, -4.7114, 1.0103)  0.02
C (-0.9483, -4.1365, 2.1357)  0.00
C (-0.5864, -2.8126, 2.0889)  -0.09
N (-0.7662, -2.0645, 0.9793)  -0.12
H (-2.0429, 0.0996, -4.1386)  0.09
H (-0.8431, 1.4529, -2.2711)  0.09
H (-2.2145, -4.3693, -1.0046)  0.13
H (-1.8330, -5.7519, 1.0251)  0.14
H (-0.7666, -4.7115, 3.0318)  0.13
H (-0.1177, -2.3194, 2.9304)  0.12
C (-3.3218, 4.2251, 2.6163)  0.02
C (-2.2741, 3.5867, 1.7785)  -0.24
C (-1.4233, 4.1162, 0.8194)  0.06
C (-0.6714, 3.0627, 0.3184)  -0.30
N (-1.0342, 1.9164, 0.9428)  -0.16
N (-2.0065, 2.2773, 1.8364)  0.05
C (0.4251, 3.1476, -0.6852)  -0.03
H (-3.1803, 5.3025, 2.6272)  0.10
H (-3.2875, 3.8596, 3.6422)  0.10
H (-4.3123, 4.0170, 2.2087)  0.10
H (-1.3565, 5.1499, 0.5259)  0.14
H (-2.4678, 1.5884, 2.4090)  0.17
H (0.1181, 3.7776, -1.5197)  0.11
H (0.7179, 2.1750, -1.0710)  0.03
H (1.3002, 3.6194, -0.2334)  0.11
F (5.6081, -2.0983, -2.7702)  0.20
C (4.7374, -1.5799, -1.9423)  -0.10
C (3.5434, -2.2499, -1.6910)  -0.13
F (3.2982, -3.4066, -2.2800)  0.17
C (2.6255, -1.7043, -0.8187)  -0.22
F (1.5031, -2.3804, -0.5736)  0.10
C (2.8733, -0.4912, -0.1831)  -0.40
Se (1.7541, 0.3894, 1.0620)  1.01
C (4.0793, 0.1642, -0.4483)  -0.25
F (4.3353, 1.3282, 0.1375)  0.10
C (5.0109, -0.3677, -1.3185)  -0.13
F (6.1407, 0.2630, -1.5615)  0.18

Properties
Energy relative to the best compared isomer or geometry (same formula, charge and spin): 5.8 kcal/mol
Total charge: +2
Highest occupied orbital energy (alpha / beta): -0.53898 / -0.53896 Eh


No. 2
Formula: C20H14F6NO4PS2Tc
Source: OMol25
Level of theory: ωB97M-V/def2-TZVPD

Each line ends with the Mulliken spin population.
Cartesian coordinates (Å):
Tc (-0.0204, -1.4306, -0.3360)  3.06
C (-4.3556, 1.9468, 1.7621)  -0.01
C (-4.2910, 0.8421, 0.9185)  0.00
C (-3.1049, 0.5325, 0.2827)  0.00
C (-1.9766, 1.3336, 0.5043)  -0.02
C (-2.0416, 2.4474, 1.3470)  -0.01
C (-3.2410, 2.7483, 1.9700)  0.00
P (-0.4915, 0.9380, -0.3728)  -0.15
C (0.9669, 1.7609, 0.1741)  0.01
C (1.8893, 2.2130, -0.7778)  -0.01
C (3.0573, 2.8194, -0.3503)  0.00
C (3.3108, 2.9553, 1.0095)  -0.01
C (2.4064, 2.4817, 1.9563)  0.00
C (1.2332, 1.8777, 1.5475)  -0.03
C (-0.6797, 0.6779, -2.1123)  0.09
C (-0.8661, 1.4529, -3.2431)  -0.01
C (-1.0223, 0.7724, -4.4439)  0.08
C (-0.9911, -0.6254, -4.4969)  -0.02
C (-0.7991, -1.3925, -3.3578)  0.06
C (-0.6380, -0.7243, -2.1402)  -0.17
H (-5.2878, 2.1886, 2.2550)  0.00
H (-5.1673, 0.2305, 0.7539)  0.00
H (-3.0584, -0.3156, -0.3919)  0.00
H (-1.1814, 3.0859, 1.4934)  0.00
H (-3.3073, 3.6148, 2.6133)  0.00
H (1.6894, 2.1025, -1.8363)  0.00
H (3.7678, 3.1898, -1.0763)  0.00
H (4.2248, 3.4328, 1.3372)  0.00
H (2.6184, 2.5882, 3.0114)  0.00
H (0.5293, 1.5066, 2.2828)  0.00
H (-0.9036, 2.5337, -3.2023)  0.00
H (-1.1789, 1.3319, -5.3564)  0.00
H (-1.1207, -1.1170, -5.4521)  0.00
H (-0.7777, -2.4729, -3.4284)  0.00
F (-1.5925, -5.0690, 1.6520)  0.00
C (-0.3924, -4.6673, 1.3391)  0.00
F (-0.2654, -4.5700, 0.0094)  0.00
F (0.5358, -5.4332, 1.8394)  0.00
S (-0.1792, -2.9319, 1.9979)  0.00
O (-1.2165, -2.1455, 1.2234)  0.06
O (-0.2529, -2.9099, 3.3998)  -0.01
N (1.1368, -2.3054, 1.3285)  0.01
S (2.3498, -2.7657, 0.3697)  0.00
O (1.9479, -2.0669, -0.8926)  0.06
O (2.6643, -4.1380, 0.3106)  0.00
C (3.7903, -1.7910, 1.0391)  0.00
F (4.0011, -2.1884, 2.2699)  0.00
F (3.4663, -0.5086, 1.0069)  0.00
F (4.8151, -2.0358, 0.2627)  0.00

Properties
2S+1: 4
Total charge: +2
<S²>: 3.8176
Highest occupied orbital energy (alpha / beta): -0.56599 / -0.57029 Eh


No. 3
Formula: C20H14IN4O4Ru
Source: OMol25
Level of theory: ωB97M-V/def2-TZVPD

Each line ends with the Mulliken spin population.
Cartesian coordinates (Å):
Ru (0.3240, 1.0593, -0.1503)  0.79
O (4.1354, 1.5852, -1.3641)  0.06
C (2.9327, 1.3989, -1.2779)  0.00
N (2.2071, 1.3402, -0.1364)  0.01
C (2.9199, 1.5430, 1.1058)  -0.01
C (2.0284, 1.2134, 2.2645)  0.00
C (2.4905, 1.2311, 3.5738)  0.00
C (1.6259, 0.9042, 4.5969)  0.00
C (0.3120, 0.5738, 4.2909)  0.00
C (-0.0877, 0.5876, 2.9726)  0.00
N (0.7580, 0.8940, 1.9726)  -0.02
C (2.0538, 1.2063, -2.4812)  0.01
C (2.4980, 1.3823, -3.7756)  0.00
C (1.6012, 1.1625, -4.8074)  0.00
C (0.3075, 0.7579, -4.5085)  0.00
C (-0.0572, 0.6006, -3.1842)  0.00
N (0.8057, 0.8232, -2.1913)  0.00
H (3.2580, 2.5814, 1.2030)  0.01
H (3.8241, 0.9295, 1.1206)  0.00
H (3.5212, 1.4954, 3.7693)  0.00
H (1.9682, 0.9076, 5.6235)  0.00
H (-0.3978, 0.3131, 5.0628)  0.00
H (-1.0976, 0.3562, 2.6750)  0.00
H (3.5221, 1.6887, -3.9340)  0.00
H (1.9039, 1.3081, -5.8361)  0.00
H (-0.4152, 0.5663, -5.2888)  0.00
H (-1.0445, 0.2729, -2.8919)  0.00
I (-5.2576, -5.9197, 0.3608)  0.00
C (-3.9481, -4.3042, 0.2658)  0.00
C (-2.6250, -4.5190, -0.0964)  0.00
C (-1.7612, -3.4377, -0.1750)  0.00
C (-2.2148, -2.1583, 0.1207)  0.01
C (-3.5387, -1.9573, 0.4911)  0.00
C (-4.4139, -3.0302, 0.5611)  0.00
C (-1.2834, -1.0001, 0.0414)  -0.01
O (-1.5634, 0.0858, 0.6212)  0.00
O (-0.2019, -1.0932, -0.6113)  0.05
H (-2.2732, -5.5173, -0.3162)  0.00
H (-0.7275, -3.5773, -0.4625)  0.00
H (-3.8749, -0.9547, 0.7204)  0.00
H (-5.4465, -2.8765, 0.8419)  0.00
O (-1.3571, 4.9407, -0.0438)  0.03
C (-0.9208, 3.8578, -0.2313)  0.04
N (-0.4895, 2.7785, -0.4916)  0.03

Properties
Energy relative to the best compared isomer or geometry (same formula, charge and spin): 6.7 kcal/mol
2S+1: 2
Total charge: 0
<S²>: 0.7565
Highest occupied orbital energy (alpha / beta): -0.29320 / -0.30012 Eh


No. 4
Formula: C20H14N4O8RbS
Source: OMol25
Level of theory: ωB97M-V/def2-TZVPD

Each line ends with the Löwdin charge.
Cartesian coordinates (Å):
Rb (0.9093, -2.2964, 0.2423)  0.99
O (3.6324, -0.0845, 3.8943)  0.10
C (2.8641, -0.9386, 3.1825)  -0.46
O (3.2012, -1.3381, 2.0981)  0.06
C (1.5945, -1.3060, 3.8832)  -0.21
C (1.2423, -0.7492, 5.1009)  -0.01
C (0.0269, -1.1351, 5.6541)  -0.05
C (-0.7602, -2.0390, 4.9716)  0.00
C (-0.3234, -2.5409, 3.7402)  -0.18
N (0.8384, -2.1769, 3.2177)  0.13
C (-1.2340, -3.5084, 2.9399)  -0.69
O (-2.2749, -3.8286, 3.5358)  -0.03
O (-0.8229, -3.8200, 1.8034)  -0.16
H (4.4034, 0.1070, 3.3417)  0.13
H (1.8925, -0.0388, 5.5894)  0.11
H (-0.2952, -0.7247, 6.6033)  0.10
H (-1.7184, -2.3816, 5.3355)  0.11
O (2.6678, 1.6132, -3.1023)  -0.32
S (1.3768, 0.9771, -3.0202)  0.62
O (0.2888, 1.8187, -2.5652)  -0.33
N (1.4316, -0.4110, -2.2055)  -0.11
C (1.2226, -1.4758, -3.0012)  -0.57
O (1.2450, -2.6581, -2.6485)  -0.07
C (0.9188, -1.0871, -4.4302)  -0.14
C (0.6115, -1.9193, -5.4910)  -0.01
C (0.3459, -1.3369, -6.7243)  -0.08
C (0.3915, 0.0461, -6.8870)  -0.09
C (0.7030, 0.8781, -5.8180)  -0.04
C (0.9588, 0.2781, -4.6020)  -0.21
H (0.5767, -2.9911, -5.3465)  0.12
H (0.0972, -1.9630, -7.5721)  0.10
H (0.1788, 0.4734, -7.8590)  0.10
H (0.7407, 1.9539, -5.9282)  0.12
N (-2.6873, 4.3734, -0.3852)  0.17
C (-2.8061, 3.7567, 0.8209)  -0.50
O (-3.5449, 4.1713, 1.6945)  0.05
C (-1.9688, 2.5228, 0.9969)  -0.13
C (-2.3598, 1.5785, 1.9401)  0.01
C (-1.6218, 0.4127, 2.0599)  -0.11
N (-0.5366, 0.1584, 1.3254)  0.03
C (-0.1534, 1.0825, 0.4503)  -0.13
C (-0.8352, 2.2719, 0.2420)  -0.01
H (-3.3002, 5.1486, -0.5673)  0.11
H (-2.2227, 3.9294, -1.1574)  0.10
H (-3.2369, 1.7547, 2.5468)  0.12
H (-1.9203, -0.3622, 2.7579)  0.11
H (0.7209, 0.8561, -0.1457)  0.08
H (-0.4583, 2.9486, -0.5115)  0.10

Properties
Energy relative to the best compared isomer or geometry (same formula, charge and spin): 4.0 kcal/mol
Total charge: -1
Highest occupied orbital energy: -0.21616 Eh


No. 5
Formula: C20H14N7O4RhS3Se
Source: OMol25
Level of theory: ωB97M-V/def2-TZVPD

Each line ends with the Mulliken spin population.
Cartesian coordinates (Å):
Rh (0.1844, -0.3285, -0.0822)  1.35
C (1.5153, -0.3358, -5.2219)  0.02
S (0.5630, -1.7288, -4.5880)  0.04
C (0.5294, -1.4421, -2.8638)  0.05
S (1.3438, -0.0646, -2.1562)  0.45
N (-0.0740, -2.3779, -2.2104)  0.02
N (-0.0806, -2.1930, -0.8438)  0.26
C (-0.0976, -3.3087, -0.1708)  -0.09
C (0.1232, -3.3876, 1.2062)  0.39
C (0.5169, -4.5892, 1.8340)  -0.16
C (1.3564, -4.6629, 2.9064)  0.28
C (2.1650, -3.6625, 3.5756)  -0.07
C (2.6459, -2.4684, 3.1909)  0.17
N (0.8915, -1.1475, 1.6495)  0.07
H (1.5237, -0.4731, -6.3022)  0.00
H (2.5345, -0.3541, -4.8453)  -0.01
H (1.0359, 0.6083, -4.9784)  -0.01
H (-0.1369, -4.2269, -0.7453)  0.01
H (0.1611, -5.5159, 1.3954)  0.00
H (1.4918, -5.6578, 3.3175)  0.02
H (2.5296, -3.9567, 4.5547)  0.00
H (3.7400, -0.9626, 3.5482)  0.00
Se (-3.7856, 6.1988, 0.1161)  0.03
N (-2.2225, 5.6982, 0.8125)  0.02
C (-2.0161, 4.4754, 0.4247)  -0.01
C (-0.8306, 3.6981, 0.7979)  0.04
C (0.1892, 4.1898, 1.5696)  0.02
C (1.2874, 3.3731, 1.8796)  0.17
C (1.3148, 2.0855, 1.3935)  -0.05
N (0.3417, 1.5769, 0.6289)  0.10
C (-0.7536, 2.3643, 0.3141)  0.14
C (-1.7486, 1.7923, -0.4837)  0.21
N (-1.5800, 0.4714, -0.8726)  0.22
C (-2.4669, -0.0928, -1.7043)  -0.02
C (-3.5687, 0.5738, -2.1777)  0.15
C (-3.7882, 1.9037, -1.7576)  0.06
C (-2.8982, 2.5101, -0.9151)  0.01
C (-3.0435, 3.8867, -0.4274)  -0.01
N (-4.0603, 4.6436, -0.7114)  0.01
H (0.1263, 5.2085, 1.9338)  -0.01
H (2.1097, 3.7317, 2.4817)  0.01
H (2.1436, 1.4289, 1.6076)  0.00
H (-2.2789, -1.1209, -1.9861)  0.01
H (-4.2478, 0.0688, -2.8490)  0.01
H (-4.6584, 2.4587, -2.0862)  0.00
O (3.4094, -1.7398, 4.0274)  0.04
S (2.4602, -1.6814, 1.5855)  0.01
O (3.3046, -0.5099, 1.6338)  0.01
O (0.1158, -2.3023, 2.0341)  0.04
O (2.6829, -2.6549, 0.5609)  0.00

Properties
2S+1: 5
Total charge: 0
<S²>: 6.0890
Highest occupied orbital energy (alpha / beta): -0.20471 / -0.31763 Eh


| no. | F_max (Eh/bohr) |
| --- | --- |
| 1 | 0.0039 |
| 2 | 0.0080 |
| 3 | 0.0505 |
| 4 | 0.0049 |
| 5 | 0.0147 |